[1]
ORCA calculation (the ωB97M-V functional and the def2-TZVPD basis) on a molecular structure, C45H50BHfN11PSb2 in a non-equilibrium geometry.

Computed properties:
LUMO level (spin up / spin down): -10.66 / -10.66 eV
HOMO energy (spin up / spin down): -14.396 / -15.790 eV
calculated total energy: -3240.33924 Eh
strongest force on any atom: 0.0941 Eh/bohr
energy relative to the best compared isomer or geometry (same formula, charge and spin): 70.8 kcal per mole
HOMO-LUMO gap (spin up / spin down): 0.137 / 0.188 Eh

ORCA input file:
```
! RIJCOSX wB97M-V def2-TZVPD def2/J DEFGRID3
* xyz 4 2
Hf 0.283 2.870 -0.700
C -0.267 1.665 3.587
C -0.814 2.284 2.424
N 0.167 2.549 1.535
N 1.334 2.070 2.130
C 1.083 1.512 3.307
B 2.673 2.299 1.537
N 2.725 3.794 1.041
C 3.790 4.588 1.155
C 3.698 5.606 0.162
C 2.609 5.288 -0.563
N 1.931 4.198 -0.046
N 2.890 1.485 0.257
C 3.849 0.655 -0.087
C 3.411 -0.186 -1.025
C 2.084 0.162 -1.195
N 1.782 1.179 -0.407
N 3.785 2.053 2.526
C 4.166 2.716 3.651
C 4.907 1.871 4.413
C 4.949 0.655 3.665
N 4.252 0.815 2.521
H -0.890 1.311 4.447
H -1.822 2.504 2.287
H 1.930 1.137 3.887
H 4.592 4.550 1.874
H 4.293 6.453 0.043
H 2.170 5.781 -1.410
H 4.874 0.810 0.243
H 4.030 -0.965 -1.558
H 1.446 -0.346 -1.829
H 3.930 3.782 3.791
H 5.324 2.124 5.396
H 5.357 -0.329 3.973
C -5.234 -1.976 -2.264
C -4.630 -1.149 -3.384
C -3.578 -0.102 -2.890
Sb -1.849 -0.108 -4.206
C -2.674 1.072 -5.741
C -4.045 1.194 -6.055
C -4.474 2.167 -6.977
C -3.545 2.853 -7.721
C -2.192 2.740 -7.438
C -1.775 1.908 -6.368
C -0.760 1.604 -3.356
C -1.424 2.814 -3.128
C -0.784 4.058 -2.989
C 0.584 4.115 -3.100
C 1.296 2.909 -3.025
C 0.652 1.679 -3.229
Sb -5.912 -0.694 -0.760
C -7.698 -1.556 -0.189
C -8.356 -2.733 -0.576
C -9.530 -3.099 0.029
C -10.088 -2.271 1.003
C -9.446 -1.130 1.439
C -8.261 -0.781 0.903
C -1.755 3.778 -0.325
C -1.552 5.151 -0.193
C -2.555 6.066 0.055
C -3.862 5.596 0.127
C -4.110 4.226 -0.039
C -3.074 3.369 -0.254
H -4.456 -2.601 -1.726
H -6.038 -2.646 -2.543
H -5.432 -0.639 -3.930
H -4.218 -1.804 -4.168
H -3.287 -0.288 -1.822
H -3.982 0.912 -2.940
H -4.910 0.633 -5.653
H -5.544 2.249 -7.120
H -3.888 3.490 -8.551
H -1.409 3.200 -8.013
H -0.707 1.798 -6.143
H -2.501 2.912 -3.200
H -1.355 4.934 -2.823
H 1.167 5.036 -3.129
H 2.345 2.875 -2.988
H 1.165 0.784 -3.459
H -8.025 -3.312 -1.463
H -10.019 -3.931 -0.432
H -11.055 -2.697 1.300
H -9.757 -0.542 2.260
H -7.710 0.057 1.348
H -0.534 5.494 -0.142
H -2.408 7.151 0.192
H -4.688 6.176 0.403
H -5.095 3.854 0.068
H -3.423 2.333 -0.362
C 4.757 -6.193 5.117
N 5.035 -7.658 5.036
C 6.433 -7.934 4.965
N 6.864 -7.280 3.636
C 6.724 -5.764 3.823
N 5.289 -5.633 3.939
C 4.753 -5.979 2.719
P 5.077 -7.691 2.274
C 4.383 -8.348 3.953
C 7.426 -7.889 2.600
H 5.255 -5.775 6.002
H 3.696 -5.981 5.185
H 6.549 -9.031 5.198
H 7.072 -7.383 5.639
H 7.185 -5.090 3.011
H 7.304 -5.513 4.725
H 5.146 -5.290 1.908
H 3.698 -5.912 2.726
H 4.632 -9.386 3.925
H 3.313 -8.121 4.056
H 7.821 -7.289 1.797
H 7.460 -8.929 2.422
*
```



[2]
ORCA calculation (the ωB97M-V functional and the def2-TZVPD basis) on C3H5N3O in the gas phase in a non-equilibrium geometry.

Computed properties:
LUMO level: 0.86 eV
HOMO energy: -8.297 eV
calculated total energy: -356.82527 Eh
strongest force on any atom: 0.0576 Eh/bohr
energy relative to the best compared isomer or geometry (same formula, charge and spin): 20.1 kcal per mole
HOMO-LUMO gap: 0.337 Eh

ORCA input file:
```
! RIJCOSX wB97M-V def2-TZVPD def2/J DEFGRID3
* xyz 0 1
N 0.324 0.073 -2.126
C 0.092 -0.142 -0.772
C -0.067 -1.235 0.007
N -0.224 -0.950 1.360
C -0.083 0.366 1.366
O -0.326 1.130 2.479
N 0.082 0.956 0.188
H -0.384 -0.310 -2.716
H 1.269 -0.180 -2.442
H 0.020 -2.199 -0.428
H -0.715 0.581 3.176
H 0.012 1.909 -0.091
*
```



[3]
ORCA calculation (the ωB97M-V functional and the def2-TZVPD basis) on a molecular structure, C32H60N2O2P3Ti in a non-equilibrium geometry.

Computed properties:
LUMO level (spin up / spin down): -1.89 / -1.96 eV
HOMO energy (spin up / spin down): -8.490 / -8.969 eV
calculated total energy: -3388.61311 Eh
strongest force on any atom: 0.0710 Eh/bohr
HOMO-LUMO gap (spin up / spin down): 0.242 / 0.257 Eh

ORCA input file:
```
! RIJCOSX wB97M-V def2-TZVPD def2/J DEFGRID3
* xyz 1 3
C -1.023 -2.259 -1.844
C 1.262 -1.667 -1.847
C -0.820 -3.222 -2.827
C 1.493 -2.645 -2.860
C 0.460 -3.431 -3.327
H -1.674 -3.796 -3.178
H 2.493 -2.691 -3.301
H 0.640 -4.204 -4.070
N 0.005 -1.635 -1.229
P -2.853 -1.002 0.033
P 2.866 0.802 -1.060
C -2.489 -1.935 -1.525
H -2.930 -1.364 -2.361
H -3.034 -2.889 -1.505
C -0.727 1.590 1.218
O -0.629 2.688 1.619
C 2.385 -0.807 -1.600
H 3.322 -1.379 -1.668
C 4.288 1.448 -2.065
C 3.476 0.621 0.719
C -4.020 0.466 -0.267
C -3.740 -2.367 1.003
C 3.981 2.960 -2.206
H 4.212 3.478 -1.264
H 4.627 3.386 -2.984
H 2.938 3.204 -2.446
C 5.706 1.345 -1.482
H 5.856 1.882 -0.544
H 6.039 0.307 -1.367
H 6.362 1.824 -2.223
C 4.390 0.649 -3.380
H 4.779 1.316 -4.165
H 5.090 -0.193 -3.267
H 3.457 0.194 -3.715
C 4.061 1.925 1.290
H 3.294 2.702 1.408
H 4.479 1.688 2.280
H 4.875 2.349 0.698
C 2.290 0.234 1.607
H 1.551 1.047 1.703
H 1.809 -0.703 1.273
H 2.678 0.038 2.618
C 4.501 -0.525 0.816
H 5.469 -0.265 0.372
H 4.675 -0.723 1.886
H 4.136 -1.454 0.360
C -4.238 -1.786 2.337
H -4.589 -2.611 2.980
H -3.451 -1.249 2.881
H -5.086 -1.099 2.209
C -2.709 -3.490 1.240
H -2.482 -4.027 0.310
H -1.764 -3.115 1.655
H -3.133 -4.219 1.950
C -4.935 -2.992 0.259
H -5.449 -3.667 0.962
H -5.666 -2.260 -0.085
H -4.625 -3.589 -0.608
C -3.499 1.228 -1.492
H -3.635 0.642 -2.411
H -4.089 2.153 -1.595
H -2.441 1.513 -1.406
C -4.015 1.388 0.975
H -3.004 1.741 1.226
H -4.642 2.268 0.751
H -4.437 0.890 1.861
C -5.462 0.034 -0.539
H -5.519 -0.640 -1.401
H -5.937 -0.429 0.336
H -6.055 0.932 -0.777
Ti -0.548 -0.179 0.358
N 0.210 1.014 -1.015
C 1.089 1.128 -1.907
C 0.591 1.560 -3.370
C 1.678 1.715 -4.413
C -0.324 0.448 -3.873
C -0.202 2.860 -3.297
H 2.475 2.391 -4.098
H 2.086 0.736 -4.676
H 1.247 2.122 -5.347
H -1.244 0.374 -3.284
H -0.632 0.652 -4.908
H 0.186 -0.522 -3.848
H -0.673 3.052 -4.265
H -0.997 2.800 -2.550
H 0.442 3.712 -3.066
C -1.284 -2.625 4.171
P -0.539 -1.072 3.637
C -1.583 0.315 4.145
C 1.072 -0.941 4.416
O -0.370 -1.101 2.089
H -0.690 -3.460 3.779
H -2.320 -2.725 3.823
H -1.287 -2.680 5.268
H -1.715 0.274 5.236
H -1.108 1.266 3.876
H -2.576 0.274 3.677
H 1.809 -1.510 3.837
H 1.374 0.111 4.491
H 1.017 -1.361 5.429
*
```